Molecular formula: C29H23BrN6O4SW
Method: DFT, ωB97M-V/def2-TZVPD

Calculated values
HOMO-LUMO gap (alpha / beta): 5.32 / 5.32 eV
HOMO level (alpha / beta): -0.507 / -0.507 hartree
Total energy: -130266.860 eV

Structure (ORCA input):
```
! wB97M-V def2-TZVPD RIJCOSX def2/J DEFGRID3
* xyz 2 1
W -0.38 -0.34 0.80
C -3.50 2.86 1.29
C -2.66 1.65 1.45
N -1.87 1.18 0.52
N -1.93 1.81 -0.70
C -0.73 1.67 -1.26
O 0.14 1.06 -0.53
C -0.39 2.18 -2.64
C -1.09 3.17 -3.29
C -0.77 3.57 -4.61
C 0.29 3.01 -5.28
C 1.00 2.03 -4.60
C 0.72 1.63 -3.33
C -2.42 1.06 2.76
C -3.22 1.24 3.86
C -2.94 0.59 5.04
C -1.70 -0.07 5.18
C -0.93 -0.22 4.02
N -1.37 0.20 2.79
H -3.86 3.16 2.28
H -4.30 2.49 0.60
H -3.06 3.68 0.75
H -1.97 3.70 -2.87
H -1.42 4.25 -5.07
H 0.53 3.28 -6.31
H 1.79 1.52 -5.09
H 1.32 0.84 -2.84
H -4.07 1.93 3.86
H -3.64 0.70 5.88
H -1.32 -0.37 6.13
H 0.06 -0.58 4.07
N -2.39 -3.67 3.02
C -1.51 -2.92 2.39
S -2.05 -2.02 0.98
N -0.30 -2.84 2.81
N 0.48 -1.85 2.12
C 1.73 -1.85 2.53
C 2.72 -0.83 2.31
C 4.13 -1.09 2.52
C 5.04 -0.08 2.34
C 4.55 1.21 1.97
C 3.22 1.52 1.82
C 2.36 0.41 1.85
O 1.07 0.59 1.60
H -3.30 -3.88 2.68
H -2.02 -4.14 3.87
H 2.01 -2.70 3.19
H 4.47 -2.07 2.73
H 6.06 -0.27 2.55
H 5.37 1.95 1.83
H 2.85 2.50 1.48
Br 3.71 -3.36 -5.03
C 2.02 -2.71 -4.40
C 0.93 -2.81 -5.31
C -0.37 -2.40 -4.92
C -0.58 -1.91 -3.63
C 0.49 -1.94 -2.69
C 1.82 -2.32 -3.12
C 0.20 -1.46 -1.36
O -0.98 -0.99 -1.09
O 1.01 -1.38 -0.36
H 1.13 -3.30 -6.31
H -1.20 -2.42 -5.55
H -1.58 -1.62 -3.30
H 2.55 -2.26 -2.37
*
```

---

Molecular formula: C3H5N3O
Method: DFT, ωB97M-V/def2-TZVPD

Calculated values
HOMO-LUMO gap (alpha / beta): 7.31 / 7.14 eV
HOMO level (alpha / beta): -0.316 / -0.317 hartree
Total energy: -9704.057 eV
ΔE to the lowest compared entry with this formula, charge and spin: 150.5 kcal per mole

Structure (ORCA input):
```
! wB97M-V def2-TZVPD RIJCOSX def2/J DEFGRID3
* xyz 0 1
C 0.20 0.54 0.18
C 1.65 0.20 -0.01
C -1.98 -0.31 -0.06
N -0.07 -1.72 0.05
N 2.51 1.16 -0.05
N -0.51 -0.53 0.04
O 1.84 -1.07 0.02
H -0.36 1.47 0.07
H -2.17 0.12 -0.96
H -2.15 0.39 0.85
H -2.49 -1.18 -0.09
H 3.53 0.91 -0.05
*
```

---

Molecular formula: C14H16
Method: DFT, ωB97M-V/def2-TZVPD

Calculated values
HOMO-LUMO gap (alpha / beta): 2.68 / 7.50 eV
HOMO level (alpha / beta): 0.036 / -0.143 hartree
Total energy: -14775.111 eV
ΔE to the lowest compared entry with this formula, charge and spin: 28.8 kcal per mole

Structure (ORCA input):
```
! wB97M-V def2-TZVPD RIJCOSX def2/J DEFGRID3
* xyz -1 2
C 2.18 -0.75 1.02
C 1.82 -1.55 -1.35
C 1.97 -0.46 -0.47
C 1.23 -1.24 -2.57
C 1.82 0.91 -0.84
C 0.78 0.11 -2.86
C 1.07 1.14 -1.99
H 2.21 -2.55 -1.24
H 1.01 -1.97 -3.34
H 2.25 0.13 1.67
H 3.20 -1.16 1.21
H 2.14 1.71 -0.19
H 0.05 0.10 -3.66
H 0.63 2.10 -2.27
H 1.45 -1.46 1.38
C -2.36 -1.76 1.23
C -1.69 0.24 -0.18
C -1.76 -0.40 1.09
C -1.40 1.60 -0.23
C -1.22 0.28 2.17
C -0.91 2.29 0.87
C -0.92 1.68 2.10
H -2.06 -0.27 -1.05
H -1.57 2.17 -1.13
H -3.29 -1.74 1.83
H -1.83 -2.57 1.71
H -1.09 0.01 3.21
H -0.62 3.32 0.69
H -0.49 2.18 2.96
H -2.62 -2.08 0.22
*
```

---

Molecular formula: C5H8O
Method: DFT, ωB97M-V/def2-TZVPD

Calculated values
HOMO-LUMO gap: 9.52 eV
HOMO level: -0.311 hartree
Total energy: -7359.215 eV
ΔE to the lowest compared entry with this formula, charge and spin: 70.1 kcal per mole

Structure (ORCA input):
```
! wB97M-V def2-TZVPD RIJCOSX def2/J DEFGRID3
* xyz 0 1
C 0.36 1.63 -0.18
C -0.49 0.68 0.05
C 0.92 -0.17 0.62
C -1.88 0.29 0.04
C 1.25 -1.38 -0.27
O 1.57 1.08 0.16
H 0.38 2.64 -0.52
H 0.93 -0.28 1.65
H -2.57 0.89 0.63
H -2.06 -0.78 0.34
H -2.42 0.27 -0.91
H 1.69 -2.20 0.19
H 1.95 -0.96 -0.91
H 0.37 -1.71 -0.90
*
```

---

Molecular formula: C24H56F3LiN8O10S
Method: DFT, ωB97M-V/def2-TZVPD

Calculated values
HOMO-LUMO gap: 5.84 eV
HOMO level: -0.290 hartree
Total energy: -77381.899 eV

Structure (ORCA input):
```
! wB97M-V def2-TZVPD RIJCOSX def2/J DEFGRID3
* xyz 0 1
Li -15.92 -33.10 11.00
C -11.80 -34.72 11.26
F -12.30 -35.90 11.12
F -10.61 -34.98 11.88
F -11.52 -34.13 10.10
S -12.94 -33.65 12.50
O -12.30 -32.32 12.76
O -14.28 -33.52 11.83
O -12.96 -34.49 13.74
C -9.65 -31.08 14.85
C -8.35 -31.74 15.29
O -8.13 -32.95 14.65
O -10.71 -31.94 15.16
H -9.60 -30.82 13.80
H -9.62 -30.10 15.33
H -8.41 -31.97 16.35
H -7.62 -30.95 15.12
H -8.94 -33.42 14.88
H -11.31 -31.95 14.41
C -15.01 -30.16 13.77
O -15.09 -31.05 14.59
N -14.28 -30.21 12.71
N -15.84 -29.16 13.84
H -14.33 -29.33 12.24
H -13.58 -30.94 12.59
H -15.84 -28.46 13.11
H -16.46 -29.14 14.64
C -15.04 -37.11 14.14
O -15.75 -38.03 14.35
N -15.26 -36.29 13.16
N -14.03 -36.80 14.82
H -16.05 -36.45 12.55
H -14.66 -35.48 13.12
H -13.61 -35.89 14.68
H -13.64 -37.35 15.56
C -11.71 -27.76 13.46
O -12.69 -27.17 13.90
N -10.69 -27.16 13.05
N -11.60 -29.04 13.41
H -9.84 -27.70 13.10
H -10.69 -26.17 13.25
H -10.87 -29.48 12.86
H -12.38 -29.62 13.69
C -6.58 -31.74 4.68
C -7.03 -31.30 6.06
C -8.45 -30.62 5.89
C -9.57 -31.74 5.65
C -9.65 -32.66 6.84
C -8.27 -33.37 7.15
N -7.13 -32.42 7.11
O -5.90 -32.94 7.51
C -8.39 -33.74 8.70
C -8.00 -34.63 6.29
C -6.05 -30.24 6.59
H -5.73 -32.41 4.83
H -6.14 -30.92 4.11
H -7.24 -32.39 4.10
H -8.65 -30.15 6.85
H -8.41 -29.86 5.12
H -9.32 -32.48 4.89
H -10.56 -31.39 5.38
H -10.46 -33.38 6.68
H -9.92 -32.08 7.72
H -7.57 -34.40 8.99
H -8.44 -32.87 9.35
H -9.33 -34.29 8.77
H -8.92 -35.17 6.06
H -7.54 -34.36 5.35
H -7.29 -35.30 6.77
H -6.40 -29.75 7.50
H -5.91 -29.46 5.83
H -5.07 -30.68 6.75
H -5.62 -33.51 6.79
C -9.55 -42.55 12.56
C -8.93 -41.20 12.95
C -8.33 -40.63 11.67
C -9.36 -40.08 10.74
C -10.23 -39.02 11.41
C -10.90 -39.41 12.74
N -9.95 -40.20 13.53
O -10.57 -40.70 14.71
C -11.22 -38.04 13.58
C -12.23 -40.13 12.33
C -7.78 -41.41 13.89
H -10.35 -42.37 11.83
H -9.89 -42.90 13.54
H -8.84 -43.23 12.11
H -7.62 -39.81 11.80
H -7.93 -41.48 11.12
H -9.99 -40.81 10.25
H -8.88 -39.49 9.96
H -10.99 -38.70 10.70
H -9.69 -38.09 11.58
H -11.49 -38.19 14.63
H -10.38 -37.35 13.61
H -12.12 -37.54 13.23
H -12.82 -40.48 13.18
H -12.89 -39.43 11.82
H -12.01 -41.03 11.74
H -8.25 -41.28 14.86
H -7.07 -40.58 13.83
H -7.22 -42.34 13.99
H -9.88 -40.49 15.34
*
```

---

Molecular formula: CH2BrCl2P
Method: DFT, ωB97M-V/def2-TZVPD

Calculated values
HOMO-LUMO gap (alpha / beta): 6.17 / 7.88 eV
HOMO level (alpha / beta): -0.342 / -0.367 hartree
Total energy: -105444.164 eV
ΔE to the lowest compared entry with this formula, charge and spin: 57.3 kcal per mole

Structure (ORCA input):
```
! wB97M-V def2-TZVPD RIJCOSX def2/J DEFGRID3
* xyz 0 1
C 0.42 -0.02 -0.60
P -0.42 -0.40 0.96
Cl -2.42 -0.30 0.51
Cl -0.13 -2.41 1.15
Br 1.05 2.80 -0.05
H 1.44 -0.51 -0.68
H 0.05 0.85 -1.29
*
```

---

Molecular formula: C25H26N6O4S2Yb
Method: DFT, ωB97M-V/def2-TZVPD

Calculated values
HOMO-LUMO gap (alpha / beta): 7.49 / 7.48 eV
HOMO level (alpha / beta): -0.399 / -0.399 hartree
Total energy: -96674.511 eV
ΔE to the lowest compared entry with this formula, charge and spin: 12.6 kcal per mole

Structure (ORCA input):
```
! wB97M-V def2-TZVPD RIJCOSX def2/J DEFGRID3
* xyz 1 2
Yb -0.40 -0.10 0.05
C -3.02 -0.84 4.14
C -2.09 -0.82 2.96
N -2.41 -0.40 1.80
N -3.66 0.06 1.60
C -4.03 0.69 0.45
N -5.32 1.03 0.39
S -2.99 1.07 -0.80
C -0.71 -1.34 3.10
C -0.10 -1.49 4.34
C 1.16 -2.07 4.41
C 1.76 -2.51 3.25
C 1.10 -2.30 2.05
N -0.09 -1.71 1.97
H -4.02 -1.17 3.85
H -3.10 0.15 4.58
H -2.66 -1.53 4.89
H -4.33 0.01 2.35
H -6.00 0.71 1.06
H -5.66 1.46 -0.46
H -0.59 -1.15 5.25
H 1.65 -2.19 5.37
H 2.73 -3.00 3.27
H 1.54 -2.62 1.11
N -2.80 -6.41 -3.88
C -2.41 -5.47 -3.35
C -1.93 -4.31 -2.67
C -1.98 -4.24 -1.28
C -1.51 -3.12 -0.62
C -0.98 -1.99 -1.29
C -0.96 -2.11 -2.69
C -1.41 -3.23 -3.38
H -2.39 -5.08 -0.72
H -1.57 -3.12 0.46
H -0.57 -1.29 -3.29
H -1.37 -3.27 -4.46
C 2.36 3.10 -5.44
C 2.47 2.57 -4.05
C 3.11 3.30 -3.05
C 3.23 2.80 -1.76
C 2.70 1.56 -1.47
C 2.08 0.80 -2.45
C 1.96 1.31 -3.73
S 2.97 0.83 0.13
O 1.78 0.05 0.52
O 4.19 0.11 0.04
N 3.20 1.98 1.26
C 2.20 2.67 2.09
C 1.05 3.34 1.33
C 0.17 2.23 0.82
O -0.39 1.47 1.66
O 0.09 2.00 -0.42
H 2.41 4.19 -5.46
H 1.43 2.79 -5.91
H 3.18 2.73 -6.06
H 3.52 4.27 -3.28
H 3.72 3.39 -1.00
H 1.71 -0.20 -2.22
H 1.47 0.72 -4.49
H 4.09 2.45 1.12
H 2.74 3.40 2.68
H 1.77 1.94 2.78
H 1.42 3.95 0.51
H 0.48 3.95 2.02
*
```

---

Molecular formula: C3H4N3
Method: DFT, ωB97M-V/def2-TZVPD

Calculated values
HOMO-LUMO gap: 8.05 eV
HOMO level: -0.566 hartree
Total energy: -7634.038 eV
SMILES: C1#[N+]NC=NC1
ΔE to the lowest compared entry with this formula, charge and spin: 52.3 kcal per mole

Structure (ORCA input):
```
! wB97M-V def2-TZVPD RIJCOSX def2/J DEFGRID3
* xyz 1 1
C -0.21 -1.13 -0.03
C -0.19 1.41 -0.01
C 1.17 0.89 0.01
N 0.86 -0.49 -0.03
N -1.47 -0.51 -0.06
N -1.26 0.84 -0.06
H -0.34 -2.16 -0.03
H 1.86 0.94 -0.95
H 1.88 1.01 0.78
H -2.30 -0.80 0.39
*
```

---

Molecular formula: C3H6NO2
Method: DFT, ωB97M-V/def2-TZVPD

Calculated values
HOMO-LUMO gap: 7.16 eV
HOMO level: -0.109 hartree
Total energy: -8792.237 eV
SMILES: O=CCNC[O-]
ΔE to the lowest compared entry with this formula, charge and spin: 68.7 kcal per mole

Structure (ORCA input):
```
! wB97M-V def2-TZVPD RIJCOSX def2/J DEFGRID3
* xyz -1 1
O -2.61 0.22 0.27
C -1.41 0.05 0.38
C -0.18 0.93 0.19
N 0.63 0.49 -0.95
C 1.80 -0.43 -0.43
O 1.50 -1.18 0.60
H -1.17 -1.06 0.42
H -0.61 1.92 0.01
H 0.47 0.70 1.05
H 0.12 -0.32 -1.33
H 2.15 -0.95 -1.35
H 2.57 0.35 -0.17
*
```

---

Molecular formula: C37H43O2PdSi
Method: DFT, ωB97M-V/def2-TZVPD

Calculated values
HOMO-LUMO gap (alpha / beta): 6.90 / 4.94 eV
HOMO level (alpha / beta): -0.331 / -0.402 hartree
Total energy: -54504.376 eV

Structure (ORCA input):
```
! wB97M-V def2-TZVPD RIJCOSX def2/J DEFGRID3
* xyz 1 5
O -1.57 -4.41 0.52
C -2.64 -3.45 0.48
C -3.47 -4.17 1.52
H -3.15 -3.50 -0.48
H -2.32 -2.42 0.71
C -2.13 -4.87 1.80
H -4.17 -4.83 1.01
H -3.93 -3.52 2.26
C -2.04 -6.35 1.56
H -2.46 -6.55 0.56
H -2.57 -6.88 2.35
H -0.97 -6.60 1.53
C -1.44 -4.41 3.07
H -1.08 -3.38 3.06
H -0.58 -5.08 3.24
H -2.15 -4.53 3.89
Pd -0.09 0.31 -0.21
C -0.62 1.04 2.25
C -1.32 1.50 1.04
C -2.31 0.46 0.73
H -1.33 2.52 0.64
C -2.23 -0.53 1.76
C -1.10 -0.24 2.57
H -0.72 -0.87 3.37
H 0.05 1.64 2.86
H -3.07 0.53 -0.06
H -3.00 -1.25 2.03
C 1.94 -0.96 1.29
C 1.31 -2.04 1.92
C 0.59 -2.76 0.92
H 1.42 -2.37 2.95
C 0.63 -2.08 -0.31
C 1.58 -0.98 -0.14
H 2.15 -0.52 -0.96
H 2.63 -0.26 1.76
H 0.22 -3.77 1.08
H 0.18 -2.39 -1.25
O -1.53 -1.70 -2.38
C -2.10 -3.04 -2.43
C -2.76 -3.39 -3.76
H -2.96 -3.03 -1.75
H -1.38 -3.80 -2.11
C -2.86 -2.02 -4.45
H -3.76 -3.80 -3.55
H -2.19 -4.12 -4.33
C -2.09 -1.02 -3.53
H -3.93 -1.73 -4.51
H -2.44 -2.06 -5.46
H -2.80 -0.22 -3.23
H -1.25 -0.55 -4.07
C 2.72 4.01 3.94
C 1.42 4.22 3.46
C 1.03 3.63 2.25
C 1.94 2.85 1.51
C 3.21 2.59 2.03
C 3.59 3.18 3.24
Si 1.38 2.16 -0.19
C 0.45 3.67 -0.86
C -0.66 3.54 -1.69
C -1.30 4.69 -2.17
C -0.87 5.95 -1.79
C 0.24 6.09 -0.95
C 0.91 4.95 -0.50
C 2.95 2.03 -1.22
C 3.06 2.84 -2.36
C 4.28 2.92 -3.05
C 5.39 2.19 -2.60
C 5.25 1.29 -1.53
C 4.02 1.18 -0.87
H 3.03 4.50 4.86
H 0.71 4.85 3.99
H -0.02 3.71 1.94
H 3.88 1.91 1.50
H 4.60 3.00 3.62
H -1.04 2.53 -1.93
H -2.15 4.57 -2.84
H -1.39 6.84 -2.15
H 0.56 7.07 -0.61
H 1.76 5.08 0.17
H 2.19 3.39 -2.72
H 4.37 3.59 -3.91
H 6.36 2.32 -3.08
H 6.09 0.69 -1.19
H 3.87 0.41 -0.10
*
```

---

Molecular formula: C23H29CoN2O8P2S
Method: DFT, ωB97M-V/def2-TZVPD

Calculated values
HOMO-LUMO gap (alpha / beta): 7.20 / 8.23 eV
HOMO level (alpha / beta): -0.416 / -0.416 hartree
Total energy: -110717.022 eV

Structure (ORCA input):
```
! wB97M-V def2-TZVPD RIJCOSX def2/J DEFGRID3
* xyz 1 2
Co -0.39 1.31 0.68
O -2.15 0.55 1.77
S -1.31 0.44 2.99
O -1.91 0.88 4.20
O -0.02 1.13 2.65
C -0.88 -1.29 3.11
C -1.01 -1.97 4.31
C -0.70 -3.33 4.36
C -0.28 -3.99 3.22
C -0.14 -3.30 2.02
C -0.45 -1.94 1.96
P -0.22 -1.01 0.41
C -1.23 -1.93 -0.79
C -2.23 -2.81 -0.37
C -3.02 -3.46 -1.31
C -2.84 -3.22 -2.66
C -1.85 -2.34 -3.08
C -1.07 -1.68 -2.16
C 1.54 -1.41 0.13
C 2.41 -1.07 1.17
C 3.78 -1.24 1.03
C 4.29 -1.74 -0.16
C 3.44 -2.08 -1.20
C 2.07 -1.91 -1.06
H -1.34 -1.43 5.18
H -0.80 -3.86 5.29
H -0.05 -5.04 3.26
H 0.20 -3.81 1.13
H -2.42 -2.99 0.68
H -3.78 -4.15 -0.98
H -3.47 -3.72 -3.38
H -1.70 -2.16 -4.14
H -0.35 -0.94 -2.48
H 2.00 -0.68 2.09
H 4.45 -0.99 1.83
H 5.36 -1.87 -0.27
H 3.84 -2.48 -2.12
H 1.41 -2.18 -1.88
C 3.64 1.10 -3.10
O 2.26 0.93 -2.80
C 1.73 1.24 -1.63
O 0.54 1.03 -1.45
N 2.51 1.78 -0.67
N 1.92 2.08 0.57
H 3.76 0.69 -4.10
H 4.26 0.53 -2.40
H 3.93 2.15 -3.10
H 3.49 1.98 -0.81
H 1.95 3.08 0.76
H 2.37 1.57 1.33
C -0.30 5.17 0.68
O -1.52 4.47 0.52
P -1.62 3.03 -0.21
O -1.20 3.47 -1.70
C -1.53 2.65 -2.82
O -3.19 2.93 -0.43
C -4.16 2.65 0.58
H -0.57 6.18 0.98
H 0.25 5.20 -0.26
H 0.32 4.71 1.46
H -2.33 3.13 -3.37
H -1.83 1.66 -2.49
H -0.63 2.57 -3.44
H -5.09 2.43 0.05
H -4.28 3.52 1.22
H -3.86 1.78 1.18
*
```